Computed, not measured: a molecular structure, C5H6N2O4PbS at a distorted geometry, with ωB97M-V/def2-TZVPD.

Molecular weight   397.4 g mol⁻¹
HOMO   -0.604 Eh
F_max   11.387 eV Å⁻¹
Gap between HOMO and LUMO   6.8 eV
Net charge   +2

Atoms and positions in Å:
Pb1 -0.0021 0.0005 -0.2009
O1 -0.0122 3.3536 0.1723
C1 -0.0087 2.2009 0.0499
C2 0.0109 -2.2114 -0.1095
O2 0.0052 -3.3442 0.0615
C3 2.1912 0.0116 -0.0259
O3 3.3471 0.0052 0.1262
C4 -2.1911 0.0067 -0.1050
O4 -3.3432 -0.0143 -0.0126
H1 0.0016 0.3799 -4.4639
H2 0.0036 -0.3748 -4.4773
N1 1.0293 1.4738 3.2181
C5 1.1293 0.1625 2.9884
N2 2.3373 -0.4017 3.1771
S1 -0.2357 -0.8024 2.5956
H3 1.7483 2.0736 3.6025
H4 0.1198 1.9132 3.1009
H5 2.4313 -1.3858 2.9725
H6 3.1602 0.0587 3.5249